1.
Entry from the OMol25 dataset: C27H31N5O2OsS4Se as an isolated structure in a non-equilibrium geometry (ωB97M-V/def2-TZVPD).

Last column: Mulliken spin population.
Element x y z (Å)
Os (-1.10138, 0.08648, -0.32949)  2.434
C (-0.62473, 1.41164, -3.35541)  -0.005
C (-2.02706, 1.06254, -3.08466)  0.033
C (-2.96829, 1.25591, -4.13458)  -0.014
C (-4.33159, 1.20769, -3.88430)  0.025
C (-4.76892, 0.87052, -2.58032)  -0.009
C (-6.16396, 0.77182, -2.30312)  0.043
C (-6.55913, 0.37810, -1.04307)  -0.020
C (-5.57902, 0.18530, -0.04109)  0.049
C (-4.25131, 0.36888, -0.29167)  -0.020
S (-3.05991, 0.31533, 1.00255)  0.171
C (-3.80055, 0.61389, -1.58103)  0.041
N (-2.43955, 0.73549, -1.83625)  -0.019
H (-0.09429, 0.66500, -3.90256)  0.005
H (-0.19048, 1.64785, -2.40534)  0.027
H (-0.60192, 2.28305, -3.99008)  0.003
H (-2.63951, 1.43423, -5.13478)  0.001
H (-5.15273, 1.53018, -4.48795)  0.000
H (-6.81333, 0.94179, -3.18336)  0.001
H (-7.57453, 0.26600, -0.77961)  -0.001
H (-5.89339, -0.08073, 0.98310)  0.002
C (2.99376, 0.96670, -0.73235)  0.001
O (1.98027, 1.88761, -1.09086)  0.011
C (1.69745, 2.87317, -0.09492)  -0.005
C (0.42274, 3.55606, -0.45039)  0.001
O (-0.73000, 2.71752, -0.23607)  0.100
C (-1.94426, 3.37589, -0.51170)  -0.008
H (2.90370, 0.53963, 0.24150)  -0.006
H (4.07842, 1.38505, -0.94862)  0.000
H (2.89468, 0.12848, -1.42185)  0.001
H (2.50961, 3.62744, -0.08429)  -0.002
H (1.62832, 2.43921, 0.92459)  0.003
H (0.47580, 3.85556, -1.49711)  0.001
H (0.28431, 4.49866, 0.13063)  0.001
H (-2.13880, 3.37171, -1.59381)  0.005
H (-1.90655, 4.47147, -0.15984)  0.001
H (-2.75341, 2.82263, -0.05327)  0.002
C (0.29463, 2.28924, 3.58332)  -0.001
N (-0.69956, 1.17857, 3.79694)  0.003
C (-1.45924, 0.93592, 4.95161)  -0.001
C (-1.76664, -0.37571, 4.94053)  0.002
N (-1.24514, -0.93002, 3.79924)  -0.003
C (-1.44397, -2.27599, 3.41544)  -0.001
C (-0.56196, -0.01860, 3.18595)  -0.003
Se (0.48122, -0.31353, 1.62936)  0.077
H (1.27073, 1.93660, 3.77990)  0.002
H (0.11219, 3.16752, 4.27112)  0.000
H (0.29710, 2.62490, 2.55799)  -0.003
H (-1.68691, 1.72339, 5.68423)  0.000
H (-2.38545, -0.84922, 5.62510)  0.000
H (-1.72762, -2.84461, 4.31708)  -0.001
H (-0.58461, -2.62328, 2.94358)  -0.004
H (-2.20803, -2.26526, 2.63504)  -0.003
S (2.61418, -5.81868, 1.13521)  0.619
C (2.14891, -4.51477, 0.29131)  -0.151
S (0.53316, -3.95537, 0.18286)  0.031
C (0.97329, -2.58432, -0.85644)  0.063
N (2.33843, -2.55540, -1.06951)  0.150
N (2.91641, -3.63744, -0.46223)  0.224
C (4.45276, -3.64120, -0.42539)  -0.006
C (5.19461, -4.27185, -1.40332)  0.005
C (6.54739, -4.07907, -1.37057)  -0.001
C (7.12809, -3.24500, -0.40132)  0.000
C (6.34522, -2.63182, 0.58201)  0.001
C (4.97420, -2.76467, 0.48054)  0.009
S (0.00376, -1.54509, -1.70722)  0.141
H (4.62724, -4.86220, -2.11126)  -0.002
H (7.24617, -4.48152, -2.08027)  0.000
H (8.20096, -3.11715, -0.40771)  0.000
H (6.90462, -1.95625, 1.26167)  0.000
H (4.40343, -2.16586, 1.18660)  0.000

Summary:
Spin multiplicity: 5
Frontier orbital gap (spin up / spin down): 7.0 / 4.8 eV
LUMO (spin up / spin down): -5.7827 / -8.5187 eV
Molar mass: 855.04 g/mol
Net charge: +2
Energy relative to the best compared isomer or geometry (same formula, charge and spin): 0.0000 eV

2.
Entry from the OMol25 dataset: C27H32BrF5N7OsSe as an isolated structure in a non-equilibrium geometry (ωB97M-V/def2-TZVPD).

Last column: Mulliken charge in e.
Element x y z (Å)
Os (-0.06044, 0.52315, 0.39599)  2.004
C (-4.77268, 0.19388, 0.16626)  -1.189
N (-3.54170, 0.37756, -0.59913)  0.358
C (-3.35342, 1.72758, -1.12621)  -0.946
C (-2.68629, -0.60226, -0.85899)  -0.369
N (-1.34386, -0.27802, -1.04983)  -0.094
C (-0.70696, -0.69802, -2.17565)  0.803
C (-1.33202, -1.24231, -3.31728)  -0.590
C (-0.57414, -1.69813, -4.36267)  -0.872
C (0.83303, -1.61800, -4.31379)  -0.979
C (1.46279, -1.01628, -3.25064)  -0.781
C (0.70755, -0.49632, -2.18860)  0.834
N (1.23689, 0.17482, -1.10566)  0.370
C (2.55054, 0.64616, -1.21080)  -0.559
N (2.85514, 1.49093, -2.18766)  0.285
C (4.19746, 1.59400, -2.76301)  -1.219
C (1.83794, 2.28642, -2.87239)  -0.972
N (3.44357, 0.26592, -0.30539)  0.361
C (3.30851, -1.00409, 0.40396)  -1.102
C (4.62856, 1.04365, 0.06067)  -1.267
N (-3.08419, -1.87477, -0.87407)  0.232
C (-4.42674, -2.27746, -1.30230)  -1.259
C (-2.17012, -2.99390, -0.66857)  -0.898
H (-4.82234, 0.98515, 0.91528)  0.427
H (-4.78198, -0.76440, 0.67500)  0.376
H (-5.65837, 0.28443, -0.46360)  0.395
H (-3.48078, 2.46054, -0.33148)  0.321
H (-4.10874, 1.92901, -1.88839)  0.374
H (-2.36989, 1.83899, -1.57153)  0.241
H (-2.41103, -1.29490, -3.37402)  0.537
H (-1.05647, -2.13160, -5.22842)  0.474
H (1.42543, -2.01235, -5.12856)  0.479
H (2.54200, -0.93959, -3.23718)  0.545
H (4.80438, 0.73699, -2.48636)  0.420
H (4.70631, 2.51161, -2.46939)  0.422
H (4.09754, 1.59955, -3.84885)  0.411
H (0.94605, 2.38556, -2.25858)  0.209
H (1.55930, 1.84000, -3.82921)  0.335
H (2.24701, 3.27634, -3.06742)  0.476
H (2.60313, -1.64872, -0.10899)  0.232
H (2.99129, -0.84702, 1.43776)  0.351
H (4.28206, -1.49375, 0.42798)  0.522
H (4.52381, 2.08376, -0.23318)  0.406
H (5.53424, 0.62207, -0.37504)  0.390
H (4.72837, 1.00573, 1.14528)  0.467
H (-4.95826, -1.44714, -1.75714)  0.428
H (-5.01496, -2.67874, -0.47729)  0.427
H (-4.31689, -3.06411, -2.05006)  0.423
H (-1.26255, -2.66454, -0.17320)  0.132
H (-1.91023, -3.47448, -1.61347)  0.349
H (-2.66697, -3.73271, -0.04011)  0.468
Br (-1.74903, 0.36749, 2.50539)  -0.091
C (-0.83712, -1.29546, 2.80070)  0.524
C (-0.98909, -2.03199, 3.95106)  -0.728
C (-0.30790, -3.24372, 4.00607)  -0.360
C (0.46226, -3.64196, 2.92298)  -1.097
C (0.54698, -2.80769, 1.82085)  -0.315
N (-0.08917, -1.63402, 1.76076)  -0.055
H (-1.60744, -1.69522, 4.77152)  0.535
H (-0.40032, -3.87399, 4.88046)  0.457
H (0.98514, -4.58796, 2.93289)  0.489
H (1.12555, -3.08636, 0.94867)  0.630
F (-0.25147, 7.47425, 2.10796)  -0.236
C (0.13225, 6.23772, 1.97209)  0.684
C (1.46072, 5.89638, 2.23344)  0.128
F (2.31102, 6.82791, 2.59658)  -0.233
C (1.86188, 4.58230, 2.09985)  0.378
F (3.11341, 4.23020, 2.34661)  -0.290
C (0.96446, 3.58746, 1.68370)  0.201
Se (1.54380, 1.80421, 1.71662)  -0.128
C (-0.34092, 3.97636, 1.38488)  0.046
F (-1.20367, 3.05106, 0.91432)  0.016
C (-0.77670, 5.27036, 1.54048)  -0.481
F (-2.03061, 5.58359, 1.27131)  -0.264

Summary:
Spin multiplicity: 1
Frontier orbital gap (spin up / spin down): 4.4 / 4.3 eV
LUMO (spin up / spin down): -11.2445 / -11.2835 eV
Molar mass: 898.69 g/mol
Net charge: +3
Energy relative to the best compared isomer or geometry (same formula, charge and spin): 0.0000 eV

3.
Entry from the OMol25 dataset: one molecule with the formula C27H32N4O3 (ωB97M-V/def2-TZVPD).

Last column: Mulliken charge in e.
Element x y z (Å)
H (-0.88648, 1.09721, -2.25139)  0.272
N (-0.78486, 1.02130, -1.24489)  0.073
C (-1.57356, 0.22917, -0.69049)  -1.114
O (-2.52555, -0.50346, -1.31937)  -0.386
C (-3.23582, -1.36680, -0.43810)  1.357
C (-4.16729, -2.24894, -1.26503)  -1.492
C (-5.28400, -1.43518, -1.90870)  -0.683
C (-6.06327, -0.66513, -0.84795)  -0.935
C (-5.12786, 0.28213, -0.10261)  -0.943
C (-4.01257, -0.50618, 0.58342)  -0.451
C (-2.97779, 0.40564, 1.30978)  2.372
C (-3.06886, 0.21749, 2.74626)  -0.254
N (-3.16500, 0.03412, 3.86877)  -0.617
C (-3.16865, 1.82159, 1.03985)  -0.570
N (-3.29688, 2.93574, 0.83004)  -0.610
C (-1.55943, -0.00042, 0.80276)  2.059
C (-0.52225, 0.74613, 1.47485)  -0.980
N (0.27118, 1.31693, 2.06378)  -0.659
C (-1.38339, -1.52786, 1.02548)  0.059
C (0.03672, -1.90577, 0.69212)  -0.139
C (0.97972, -1.97683, 1.70582)  -0.766
C (2.31659, -2.17438, 1.41859)  -0.136
C (2.73512, -2.28706, 0.09532)  0.129
O (4.01624, -2.40938, -0.31966)  -0.491
C (5.08473, -2.23762, 0.59057)  -0.805
C (5.26096, -0.80975, 1.12380)  -0.598
C (5.20068, 0.26364, 0.02806)  -0.889
C (3.82133, 0.91508, -0.07894)  0.542
C (3.78575, 2.01165, -1.13987)  -1.083
C (2.39498, 2.62351, -1.31130)  -0.147
C (1.94522, 3.46498, -0.11925)  -0.044
C (0.59299, 4.11486, -0.38322)  -1.246
C (1.77281, -2.28331, -0.91918)  -0.446
C (0.44260, -2.09089, -0.62423)  -0.678
O (-2.33155, -2.21409, 0.21770)  -0.462
H (-3.56320, -2.75116, -2.02079)  0.443
H (-4.57415, -3.00704, -0.59477)  0.424
H (-5.94772, -2.10790, -2.45232)  0.449
H (-4.85060, -0.73315, -2.62322)  0.310
H (-6.86106, -0.08803, -1.31637)  0.454
H (-6.51977, -1.36395, -0.14334)  0.406
H (-5.68117, 0.85511, 0.64524)  0.442
H (-4.69382, 0.98884, -0.81525)  0.432
H (-4.45029, -1.19674, 1.31409)  0.615
H (-1.59178, -1.76223, 2.08262)  0.590
H (0.67158, -1.86050, 2.73481)  0.399
H (3.02097, -2.22655, 2.23229)  0.480
H (4.99658, -2.94463, 1.42642)  0.355
H (5.96390, -2.51391, 0.00117)  0.425
H (6.23188, -0.78692, 1.62251)  0.471
H (4.50070, -0.58716, 1.87325)  0.330
H (5.93349, 1.04286, 0.24814)  0.416
H (5.47029, -0.18099, -0.93198)  0.366
H (3.55344, 1.33871, 0.89034)  0.304
H (3.07031, 0.16427, -0.32772)  -0.399
H (4.49855, 2.79743, -0.87645)  0.331
H (4.10436, 1.58501, -2.09492)  0.383
H (1.66458, 1.82774, -1.46905)  -0.231
H (2.39982, 3.25672, -2.20277)  0.475
H (1.85769, 2.83280, 0.76443)  0.082
H (2.69160, 4.23715, 0.08471)  0.351
H (-0.15153, 3.34745, -0.58083)  0.062
H (0.27001, 4.69260, 0.47930)  0.362
H (0.64537, 4.77897, -1.24402)  0.425
H (2.10377, -2.40784, -1.93787)  0.459
H (-0.28640, -2.08512, -1.42047)  0.346

Summary:
Spin multiplicity: 1
Structure (SMILES): [H]/N=C1\O[C@]23CCCC[C@@H]2C(C#N)(C#N)[C@@]1(C#N)[C@H](c1ccc(OCCCCCCCC)cc1)O3
Frontier orbital gap: 9.3 eV
LUMO: 0.5336 eV
Molar mass: 460.58 g/mol
Net charge: 0
Energy relative to the best compared isomer or geometry (same formula, charge and spin): 2.5288 eV

4.
Entry from the OMol25 dataset: one molecule with the formula C27H32N4O5 in a non-equilibrium geometry (ωB97M-V/def2-TZVPD).

Last column: Mulliken charge in e.
Element x y z (Å)
C (-0.08953, 2.86514, -2.06244)  -1.577
C (0.96767, 1.85029, -1.62227)  0.552
C (1.90631, 2.43371, -0.60440)  0.354
C (2.79152, 3.43559, -0.99588)  -0.691
C (3.65818, 4.03079, -0.10119)  -0.850
C (3.66870, 3.62695, 1.22400)  -0.897
C (2.81065, 2.62638, 1.63333)  0.028
C (1.93534, 2.02998, 0.72981)  -0.882
N (1.05815, 1.01501, 1.21316)  0.565
C (1.37857, -0.29285, 1.23630)  0.902
O (0.57098, -1.15001, 1.56914)  -0.777
C (2.79935, -0.67201, 0.85003)  -1.082
C (2.89129, -1.03247, -0.63876)  -0.801
C (1.74652, -1.94241, -1.05613)  0.243
O (0.86041, -1.58355, -1.79770)  -0.671
N (1.83320, -3.19403, -0.52845)  0.104
C (0.92377, -4.21298, -0.70944)  0.332
C (-0.19216, -4.27659, -1.58255)  0.324
C (-0.70755, -5.51830, -1.34631)  0.096
C (-1.88715, -6.22704, -1.89785)  -1.335
O (0.04024, -6.14306, -0.42129)  -0.128
N (1.05236, -5.33001, -0.03040)  -0.808
C (-0.19371, 1.43945, 1.86236)  1.716
C (-1.38504, 1.43189, 0.87312)  -0.360
O (-1.96047, 2.44445, 0.53075)  -0.686
N (-1.70280, 0.19886, 0.46579)  0.069
C (-2.81743, -0.07154, -0.41657)  -0.131
C (-2.43176, -1.07134, -1.51990)  -0.270
C (-3.06545, -2.39402, -1.09304)  -0.264
C (-4.38301, -1.95387, -0.46348)  -0.878
C (-3.98678, -0.72551, 0.35429)  -1.074
C (-0.04220, 2.76619, 2.52091)  -0.869
C (-0.04320, 4.04017, 2.03446)  -0.371
C (0.15176, 4.88664, 3.15181)  -0.642
C (0.26043, 4.06618, 4.23005)  -0.724
O (0.14697, 2.78017, 3.86032)  -0.469
H (-0.74310, 3.12365, -1.23428)  0.306
H (0.37648, 3.77435, -2.43562)  0.409
H (-0.69783, 2.43670, -2.85514)  0.419
H (0.47078, 0.96348, -1.22959)  -0.727
H (1.54388, 1.54834, -2.50192)  0.704
H (2.79328, 3.75008, -2.02941)  0.492
H (4.32764, 4.80927, -0.43502)  0.427
H (4.34032, 4.08724, 1.93234)  0.475
H (2.80923, 2.29342, 2.66138)  0.592
H (3.49313, 0.13847, 1.07223)  0.308
H (3.05933, -1.53929, 1.46134)  0.779
H (3.84448, -1.52578, -0.83975)  0.492
H (2.83240, -0.12613, -1.24095)  0.154
H (2.55160, -3.40337, 0.14987)  0.281
H (-0.52803, -3.52014, -2.25585)  0.439
H (-1.67497, -7.29010, -1.98140)  0.427
H (-2.74239, -6.10134, -1.23414)  0.270
H (-2.13976, -5.82238, -2.87337)  0.323
H (-0.40302, 0.68945, 2.63748)  0.658
H (-1.17021, -0.59122, 0.81613)  0.402
H (-3.10751, 0.89662, -0.83199)  0.725
H (-2.85673, -0.74810, -2.47056)  0.318
H (-1.35155, -1.13939, -1.63555)  -0.229
H (-2.44125, -2.88566, -0.34532)  0.113
H (-3.20688, -3.07800, -1.92855)  0.368
H (-4.83950, -2.72912, 0.15041)  0.404
H (-5.08979, -1.67314, -1.24601)  0.326
H (-4.81473, -0.03397, 0.49717)  0.379
H (-3.63133, -1.03389, 1.33886)  0.315
H (-0.17929, 4.33402, 1.01571)  0.629
H (0.20150, 5.95588, 3.14686)  0.470
H (0.40972, 4.26379, 5.27309)  0.509

Summary:
Spin multiplicity: 1
Structure (SMILES): CCc1ccccc1N(C(=O)CCC(=O)Nc1cc(C)on1)[C@H](C(=O)NC1CCCC1)c1ccco1
Frontier orbital gap: 9.1 eV
LUMO: 0.6029 eV
Molar mass: 492.58 g/mol
Net charge: 0
Energy relative to the best compared isomer or geometry (same formula, charge and spin): 3.1135 eV